Entry 1:
53
Properties=species:S:1:pos:R:3:nbo_charge:R:1 method="wB97M-V/def2-TZVPD" e_above_lowest_kj_mol=0.9 spin_multiplicity=5 homo_energy_ev="-5.09 / -5.83" charge=-1
Cr 0.219 -1.230 0.044 1.2806
O -0.853 -3.176 -3.200 -0.6547
C -0.562 -2.200 -2.529 0.8001
O 0.430 -2.132 -1.699 -0.8194
C -1.372 -0.902 -2.740 -0.3509
C -0.478 0.343 -2.669 0.0820
C -1.188 1.554 -3.288 -0.4284
C -2.208 1.916 -2.179 -0.4281
C -1.929 0.815 -1.153 0.0894
O -0.500 0.663 -1.264 -0.5608
C -2.462 -0.540 -1.674 -0.3464
C -2.689 -1.499 -0.498 0.8026
O -3.843 -1.791 -0.201 -0.6835
O -1.651 -1.839 0.180 -0.8053
H -1.839 -1.005 -3.719 0.2276
H 0.550 0.183 -2.984 0.2153
H -1.658 1.301 -4.239 0.2068
H -0.484 2.368 -3.459 0.2103
H -3.242 1.903 -2.520 0.2081
H -1.992 2.893 -1.748 0.2181
H -2.179 1.058 -0.122 0.2309
H -3.432 -0.410 -2.151 0.2270
N -3.884 -3.968 4.364 -0.7981
C -3.076 -2.861 4.100 0.1810
C -3.406 -1.976 3.077 -0.2517
C -2.574 -0.915 2.782 -0.1409
C -1.397 -0.738 3.493 -0.3284
C -1.058 -1.612 4.517 -0.1651
C -1.897 -2.665 4.824 -0.2885
S -0.303 0.572 3.082 2.3294
O -1.093 1.672 2.574 -0.9767
O 0.536 0.832 4.224 -0.9570
N 0.536 -0.100 1.862 -0.9726
C 1.742 0.342 1.453 0.5894
N 2.481 1.296 2.034 -0.5090
C 3.634 1.578 1.448 0.1205
C 4.099 0.950 0.298 -0.3816
C 3.269 -0.016 -0.243 0.1277
N 2.118 -0.329 0.323 -0.5641
H -4.824 -3.897 4.008 0.3765
H -3.854 -4.307 5.311 0.3691
H -4.284 -2.140 2.465 0.2332
H -2.835 -0.235 1.984 0.2378
H -0.139 -1.453 5.066 0.2331
H -1.635 -3.356 5.618 0.2004
H 4.222 2.359 1.922 0.1928
H 5.043 1.214 -0.152 0.2207
H 3.516 -0.558 -1.149 0.2062
Cl 1.874 5.312 1.835 -0.0806
C 0.770 3.908 1.809 -0.3831
Cl 0.529 3.300 0.169 -0.0283
H -0.186 4.222 2.205 0.2285
H 1.220 3.123 2.404 0.2582

***

Entry 2:
42
Properties=species:S:1:pos:R:3:nbo_charge:R:1 method="wB97M-V/def2-TZVPD" homo_energy_ev=-8.01
C 5.535 2.041 2.238 -0.6288
C 4.407 1.755 1.242 0.0969
C 4.276 0.269 0.790 -0.5532
S 5.113 -0.997 1.789 0.3866
O 3.233 2.232 1.817 -0.5326
C 2.166 2.481 0.863 -0.1093
C 1.020 1.558 1.216 0.0078
C 0.287 1.821 2.341 -0.2464
C -0.720 0.945 2.668 -0.1759
C -0.966 -0.152 1.886 -0.2032
C -0.251 -0.390 0.748 -0.1667
C 0.761 0.482 0.405 -0.2740
H 5.221 1.607 3.192 0.2150
H 6.490 1.630 1.909 0.1958
H 5.564 3.119 2.376 0.2587
H 4.620 2.329 0.329 0.1928
H 4.666 0.133 -0.220 0.2686
H 3.229 -0.054 0.752 0.3098
H 6.336 -0.586 2.169 0.2177
H 4.363 -1.338 2.857 0.2323
H 2.485 2.347 -0.174 0.1787
H 1.861 3.518 1.020 0.2082
H 0.490 2.681 2.969 0.2151
H -1.316 1.093 3.560 0.2177
H -1.743 -0.855 2.162 0.2367
H -0.419 -1.246 0.107 0.2513
H 1.375 0.353 -0.482 0.1961
C -6.195 -3.510 -3.647 0.7095
F -7.090 -4.471 -3.408 -0.3162
F -5.234 -4.032 -4.424 -0.3220
F -6.805 -2.555 -4.362 -0.3192
S -5.510 -2.847 -2.077 2.2438
O -4.864 -3.969 -1.458 -0.9367
O -6.643 -2.310 -1.381 -0.9297
N -4.539 -1.778 -2.741 -1.2147
S -3.688 -0.887 -1.758 2.2523
O -2.643 -1.569 -1.040 -0.9680
O -4.412 0.102 -1.012 -0.9329
C -2.797 0.070 -3.049 0.7066
F -3.638 0.761 -3.825 -0.3150
F -2.081 -0.727 -3.855 -0.3235
F -1.946 0.947 -2.494 -0.3297

***

Entry 3:
29
Properties=species:S:1:pos:R:3:nbo_charge:R:1 method="wB97M-V/def2-TZVPD" e_above_lowest_kj_mol=17.9 homo_energy_ev=-0.42 charge=-2
Pd -0.048 0.534 -1.056 0.1939
Cl 1.356 0.404 6.077 -0.1145
C 1.055 -0.116 4.411 -0.1287
C 1.543 -1.354 3.974 -0.2386
C 1.302 -1.762 2.686 -0.3095
C 0.503 -1.002 1.751 0.4084
O 0.281 -1.413 0.589 -0.7127
C 0.036 0.277 2.254 -0.2218
C -0.709 1.216 1.417 0.3018
O -1.504 0.948 0.508 -0.6099
C 0.339 0.686 3.553 -0.2172
H 2.118 -1.972 4.653 0.1952
H 1.694 -2.708 2.329 0.1988
H -0.607 2.278 1.721 0.0955
H -0.017 1.653 3.898 0.1978
F -1.387 1.595 -3.197 -0.3317
C -0.149 2.120 -3.162 0.6860
F -0.090 2.867 -4.316 -0.3650
F -0.079 3.046 -2.195 -0.3269
S 1.271 0.837 -3.215 2.2878
O 1.923 1.210 -4.461 -1.0085
O 0.623 -0.472 -3.306 -0.9998
O 2.115 1.087 -2.050 -0.9702
N -2.065 -2.034 -2.824 -0.7036
N -2.320 -1.550 -1.487 -0.6901
H -1.620 -2.936 -2.700 0.3230
H -1.338 -1.450 -3.240 0.3605
H -1.434 -1.331 -1.031 0.3640
H -2.791 -0.660 -1.581 0.3363

***

Entry 4:
11
Properties=species:S:1:pos:R:3:nbo_charge:R:1 method="wB97M-V/def2-TZVPD" smiles=C#CCCO e_above_lowest_kj_mol=170.7 homo_energy_ev=-10.01
C 0.611 -0.565 -0.758 -0.0462
C -0.562 -0.131 0.157 -0.4996
C -0.215 0.902 1.101 -0.0286
C 0.027 1.704 1.924 -0.2453
H 0.582 -1.567 -2.493 0.4774
H 1.055 0.402 -1.147 0.1633
H 1.391 -1.032 -0.156 0.1682
H -1.032 -0.952 0.796 0.2381
H -1.381 0.214 -0.513 0.2436
H 0.472 2.310 2.777 0.2485
O -0.032 -1.354 -1.726 -0.7195